(1)
Entry from the OMol25 dataset: a molecular structure, C27H33BInN8O6S (wB97M-V/def2-TZVPD).

## Properties
Spin multiplicity ... 2
Charge ... +2
Expectation value of S² ... 0.77
HOMO level (alpha / beta) ... -13.0 / -13.0 eV
Lowest unoccupied orbital energy (alpha / beta) ... -6.8 / -11.3 eV

Last column: Löwdin spin population.
CARTESIAN COORDINATES (ANGSTROEM)
In (7.339, -17.266, -5.205)  0.0001
C (6.532, -14.005, -7.187)  0.0000
C (7.422, -14.031, -6.030)  0.0000
C (8.179, -12.917, -5.487)  0.0003
C (8.786, -13.405, -4.361)  0.0001
N (8.403, -14.645, -4.125)  0.0001
N (7.535, -15.069, -5.153)  0.0001
B (8.627, -15.418, -2.838)  0.0000
N (7.277, -15.987, -2.324)  0.0000
C (6.420, -15.615, -1.336)  0.0000
C (5.288, -16.422, -1.377)  0.0001
C (5.467, -17.267, -2.497)  0.0001
C (4.492, -18.269, -3.038)  0.0006
N (6.692, -17.031, -3.050)  0.0003
N (9.551, -16.513, -3.236)  0.0000
C (10.279, -17.323, -2.416)  0.0006
C (10.765, -18.431, -3.155)  0.0001
C (10.230, -18.210, -4.451)  -0.0002
C (10.735, -18.911, -5.682)  0.0016
N (9.420, -17.135, -4.488)  0.0011
N (9.260, -14.503, -1.707)  0.0001
C (9.199, -14.734, -0.314)  0.0001
C (10.347, -14.263, 0.216)  0.0000
C (11.123, -13.763, -0.889)  0.0001
C (12.451, -13.045, -0.853)  0.0000
N (10.456, -13.981, -2.019)  0.0001
H (6.212, -13.002, -7.418)  0.0000
H (7.096, -14.279, -8.071)  0.0000
H (5.589, -14.628, -7.084)  0.0000
H (8.318, -11.973, -5.953)  0.0000
H (9.423, -12.850, -3.679)  0.0000
H (6.576, -14.755, -0.735)  0.0000
H (4.438, -16.459, -0.731)  0.0000
H (4.080, -18.945, -2.218)  0.0000
H (3.575, -17.728, -3.346)  0.0000
H (5.006, -18.819, -3.879)  0.0004
H (10.454, -16.964, -1.423)  0.0000
H (11.432, -19.234, -2.842)  0.0000
H (11.584, -18.462, -6.224)  0.0001
H (10.971, -19.921, -5.318)  0.0012
H (9.984, -19.030, -6.391)  -0.0001
H (8.400, -15.198, 0.214)  0.0000
H (10.616, -14.053, 1.270)  0.0000
H (12.306, -12.033, -0.530)  0.0000
H (13.070, -13.557, -0.145)  0.0000
H (12.889, -13.052, -1.866)  0.0000
O (2.561, -17.512, -6.223)  0.0000
C (3.883, -17.392, -6.514)  0.0000
O (4.727, -16.825, -5.817)  0.0000
C (4.103, -18.005, -7.878)  0.0000
O (5.087, -19.046, -7.787)  -0.0003
C (6.143, -18.747, -8.724)  0.0009
C (6.938, -17.397, -8.537)  0.0003
O (6.761, -16.546, -9.436)  0.0022
O (7.655, -17.320, -7.480)  0.0003
H (2.339, -17.263, -5.288)  0.0000
H (4.386, -17.184, -8.539)  0.0000
H (3.118, -18.371, -8.241)  0.0000
H (5.634, -18.820, -9.709)  0.0000
H (6.834, -19.578, -8.683)  0.0002
C (7.800, -21.029, -2.954)  0.0432
S (8.100, -21.051, -4.833)  0.0933
O (7.542, -19.661, -5.167)  0.0481
C (6.916, -22.327, -5.420)  0.1766
C (7.296, -23.622, -5.262)  -0.0023
C (6.368, -24.559, -5.698)  0.1977
C (5.187, -24.211, -6.368)  0.1728
C (4.932, -22.913, -6.641)  0.0098
C (5.839, -21.948, -6.202)  0.2317
H (7.025, -20.259, -2.865)  0.0018
H (8.729, -20.592, -2.475)  -0.0002
H (7.643, -22.018, -2.662)  0.0006
H (8.223, -23.818, -4.705)  -0.0022
H (6.658, -25.613, -5.553)  0.0059
H (4.438, -24.952, -6.631)  0.0052
H (4.063, -22.599, -7.225)  -0.0027
H (5.707, -20.888, -6.328)  0.0105

***

(2)
Entry from the OMol25 dataset: a molecular structure, C27H33BrMnN3O6S (wB97M-V/def2-TZVPD).

## Properties
Spin multiplicity ... 5
Charge ... 0
Expectation value of S² ... 6.09
HOMO level (alpha / beta) ... -8.2 / -8.2 eV
Lowest unoccupied orbital energy (alpha / beta) ... -1.8 / -0.8 eV

Last column: Löwdin spin population.
CARTESIAN COORDINATES (ANGSTROEM)
Mn (-0.316, -0.113, 0.034)  3.8582
C (-6.005, 0.548, -4.087)  0.0002
C (-6.274, -0.526, -3.024)  0.0004
C (-7.301, 0.010, -2.016)  0.0001
C (-6.872, -1.754, -3.714)  0.0000
C (-4.961, -0.853, -2.310)  0.0031
C (-4.390, 0.085, -1.453)  -0.0001
C (-3.197, -0.219, -0.853)  0.0051
Br (0.260, 0.281, -2.164)  0.0051
C (-2.512, -1.405, -1.060)  0.0086
O (-1.323, -1.555, -0.411)  0.0081
C (-3.062, -2.370, -1.888)  0.0018
C (-4.283, -2.054, -2.494)  -0.0002
C (-2.354, -3.710, -2.114)  0.0006
C (-3.209, -4.676, -2.941)  0.0000
C (-1.038, -3.466, -2.867)  0.0009
C (-2.064, -4.379, -0.760)  -0.0012
H (-6.936, 0.846, -4.577)  0.0000
H (-5.318, 0.173, -4.851)  0.0000
H (-5.556, 1.437, -3.638)  0.0000
H (-8.282, 0.094, -2.490)  0.0000
H (-7.030, 1.002, -1.648)  0.0000
H (-7.390, -0.656, -1.155)  0.0000
H (-7.840, -1.492, -4.147)  0.0000
H (-7.030, -2.573, -3.008)  0.0000
H (-6.236, -2.116, -4.525)  0.0000
H (-4.859, 1.038, -1.238)  0.0001
H (-4.720, -2.790, -3.151)  -0.0002
H (-3.371, -4.311, -3.959)  0.0000
H (-4.183, -4.853, -2.476)  0.0000
H (-2.694, -5.636, -3.013)  0.0000
H (-1.235, -3.055, -3.860)  0.0000
H (-0.493, -4.408, -2.987)  -0.0001
H (-0.399, -2.764, -2.329)  0.0007
H (-2.969, -4.424, -0.149)  0.0000
H (-1.308, -3.835, -0.195)  -0.0008
H (-1.707, -5.399, -0.924)  0.0000
O (-2.994, 1.507, 2.318)  -0.0004
S (-2.595, 0.322, 1.640)  0.0074
O (-3.340, -0.878, 1.791)  0.0049
O (-1.083, 0.102, 1.776)  0.0334
O (-2.585, 0.716, 0.015)  0.0393
C (1.707, 5.883, -2.468)  0.0000
C (2.503, 4.605, -2.419)  0.0001
C (3.355, 4.317, -1.362)  0.0000
C (4.070, 3.126, -1.295)  0.0001
C (3.919, 2.177, -2.297)  0.0002
N (4.604, 0.931, -2.321)  0.0000
C (5.351, 0.287, -1.374)  -0.0001
O (6.189, -0.541, -1.658)  -0.0001
N (5.144, 0.658, -0.038)  -0.0008
C (3.939, 0.702, 0.673)  -0.0007
C (3.986, 0.973, 2.035)  0.0061
C (2.816, 1.036, 2.761)  -0.0008
C (1.614, 0.805, 2.126)  0.0078
N (1.565, 0.518, 0.817)  0.0052
C (2.694, 0.480, 0.098)  0.0068
C (3.082, 2.456, -3.372)  -0.0005
C (2.395, 3.655, -3.433)  -0.0002
H (2.055, 6.595, -1.720)  0.0000
H (0.649, 5.689, -2.277)  0.0000
H (1.779, 6.358, -3.448)  0.0000
H (3.480, 5.045, -0.568)  0.0000
H (4.749, 2.954, -0.472)  0.0000
H (4.729, 0.516, -3.231)  0.0000
H (5.943, 0.379, 0.512)  0.0000
H (4.943, 1.143, 2.518)  0.0003
H (2.827, 1.258, 3.819)  -0.0001
H (0.677, 0.829, 2.658)  0.0003
H (2.587, 0.247, -0.951)  0.0016
H (2.960, 1.721, -4.161)  -0.0002
H (1.743, 3.847, -4.279)  0.0000

***

spin multiplicity of number 2 (C27H33BrMnN3O6S)? 5

***

Number 2 is which compound? C27H33BrMnN3O6S

***

What is the formula in the second record? C27H33BrMnN3O6S

***

Look up the spin multiplicity of the second one. 5